{"formula": "C24H43BrN5O3Sc", "method": "the ωB97M-V functional and the def2-TZVPD basis", "e_homo_ev": -13.2, "total_charge": 2, "e_above_lowest_kj_mol": 0.0, "orbital_gap_ev": 7.89, "energy_ev": -129910.908, "multiplicity": 1, "lumo_energy_ev": -5.35, "species": ["Sc", "C", "O", "C", "O", "N", "N", "H", "H", "H", "H", "H", "H", "C", "C", "C", "C", "C", "C", "C", "Br", "C", "O", "C", "C", "C", "C", "C", "C", "H", "H", "H", "H", "H", "H", "H", "H", "H", "H", "H", "H", "H", "H", "H", "H", "H", "H", "H", "H", "N", "C", "C", "N", "H", "H", "H", "H", "H", "H", "H", "H", "H", "C", "C", "C", "C", "C", "C", "N", "H", "H", "H", "H", "H", "H", "H", "H"], "xyz": [[-1.0151, -7.0315, 20.4745], [0.8867, -7.7172, 24.9370], [-0.4464, -7.1344, 24.6869], [-0.8291, -6.9205, 23.4652], [-0.1002, -6.8628, 22.4539], [-2.1191, -6.6102, 23.3904], [-2.6247, -6.2437, 22.0960], [0.8821, -7.8543, 25.9853], [1.6142, -7.0515, 24.5789], [0.9468, -8.6436, 24.3780], [-2.7132, -6.5609, 24.1925], [-2.9723, -5.2628, 22.1324], [-3.4282, -6.8557, 21.8613], [-7.0779, -12.3176, 19.6779], [-7.0324, -10.7967, 19.9074], [-7.7095, -10.1608, 18.6436], [-7.9340, -10.4838, 21.0773], [-5.6034, -10.3057, 20.0747], [-5.1755, -9.0977, 19.4841], [-3.9621, -8.6515, 19.7975], [-3.3829, -6.9621, 18.9961], [-3.0269, -9.2581, 20.6557], [-1.8581, -8.6512, 20.9081], [-3.4142, -10.4525, 21.2342], [-4.6545, -10.9955, 20.8673], [-2.4311, -11.2891, 22.0732], [-3.1198, -12.5376, 22.6744], [-2.0354, -10.3957, 23.2520], [-1.2275, -11.6394, 21.1567], [-8.1351, -12.6132, 19.4765], [-6.6992, -12.9557, 20.5383], [-6.4789, -12.5667, 18.7933], [-8.5838, -10.6951, 18.2632], [-7.0462, -10.1834, 17.7569], [-7.9542, -9.1379, 18.8395], [-9.0158, -10.6175, 20.9264], [-7.8987, -9.4648, 21.4504], [-7.6803, -11.1473, 21.9599], [-5.8720, -8.5544, 18.8670], [-4.9461, -12.0078, 21.2367], [-4.0523, -12.2393, 23.1843], [-2.4824, -13.0672, 23.3989], [-3.4493, -13.2350, 21.8610], [-2.8896, -10.0583, 23.7479], [-1.3691, -9.5538, 23.0439], [-1.5405, -11.0715, 23.9773], [-1.4382, -12.1824, 20.2227], [-0.4434, -12.2417, 21.6260], [-0.7312, -10.7628, 20.7964], [1.7730, -3.7491, 18.4872], [0.4740, -2.9492, 18.6773], [-0.5800, -3.7379, 19.3888], [-0.0768, -4.6666, 20.4337], [2.3820, -3.7460, 19.2518], [2.2337, -3.4429, 17.6148], [1.5721, -4.7758, 18.2164], [0.1640, -2.6064, 17.6591], [0.7737, -1.9975, 19.1633], [-1.1276, -4.2506, 18.6268], [-1.2833, -3.0132, 19.8416], [-0.0094, -4.1510, 21.2750], [0.7986, -5.0760, 20.1502], [2.1788, -8.0699, 20.6432], [1.8535, -7.2075, 19.4246], [2.7849, -6.8429, 18.4116], [1.9851, -6.3603, 17.3236], [0.6620, -6.4781, 17.7154], [-0.5105, -6.4175, 16.7107], [0.5618, -7.0045, 18.9777], [2.0216, -7.4945, 21.5301], [3.2025, -8.4612, 20.6644], [1.6231, -9.0340, 20.6748], [3.8561, -6.8690, 18.4702], [2.3447, -5.9926, 16.3913], [-0.7242, -5.5008, 16.2207], [-1.4452, -6.7156, 17.1830], [-0.2114, -7.1858, 15.9316]], "atomic_forces_ev_per_a": [[0.735, 0.528, 0.597], [-1.554, -0.389, -1.011], [0.327, -0.432, -0.056], [0.557, 0.733, 0.234], [0.056, -0.568, -0.150], [-1.130, 0.458, -1.659], [-0.565, 0.323, 0.797], [0.291, -0.190, 0.892], [1.043, 0.962, -0.203], [0.030, -0.250, 0.156], [-0.218, -0.097, 0.404], [0.303, -0.922, 0.006], [0.498, 0.381, 0.326], [0.033, -0.918, 0.346], [-1.086, -0.634, -1.659], [1.183, -0.632, -0.652], [-0.243, -0.462, 2.377], [0.806, 0.041, 0.526], [-2.299, -1.286, 0.242], [2.195, 0.933, 0.487], [-0.022, -0.053, 0.034], [-0.689, 0.510, -0.162], [0.201, 0.012, -0.481], [-0.185, -1.775, -0.550], [-1.229, -0.069, -0.054], [-0.092, 0.416, -0.486], [-0.524, -0.177, -0.827], [2.062, -1.501, 0.360], [0.248, -0.745, -0.077], [0.827, 0.124, 0.225], [-0.492, 0.894, -0.896], [-0.139, -0.098, 0.130], [-0.123, 0.015, 0.715], [0.036, 0.076, 0.472], [-0.395, 0.691, 0.029], [0.424, -0.399, -0.577], [0.478, 0.356, -0.107], [-0.174, 0.705, -0.838], [0.150, 0.181, -0.142], [0.325, 1.231, -0.277], [0.437, -0.077, 0.043], [-0.103, 0.215, -0.431], [0.560, 0.360, 0.748], [-1.544, 0.726, 0.748], [-0.114, -0.267, -0.245], [0.100, 0.542, -0.172], [-0.685, -0.027, 0.452], [-0.278, 0.040, 0.436], [0.249, 0.824, 0.043], [-2.191, 0.003, -2.524], [1.801, 1.600, -0.875], [-0.370, 0.279, 0.611], [-1.487, 0.095, -1.283], [1.315, 0.289, 1.388], [0.168, 0.189, 0.783], [0.027, 0.223, 0.087], [0.037, -0.625, 0.778], [-0.189, -0.704, 0.113], [-0.444, -0.764, -0.286], [0.304, -0.458, -0.134], [0.468, 0.271, 1.134], [0.411, -0.150, 0.308], [-0.146, -0.422, -0.622], [1.966, -1.045, -1.037], [-2.002, 0.408, 0.844], [0.413, -0.470, 1.416], [-0.988, 0.172, -1.521], [1.023, -1.983, 0.556], [0.130, -0.190, 0.048], [-0.095, -0.021, 0.884], [0.016, 0.671, -0.322], [-0.286, 0.803, -0.051], [0.167, -0.230, 0.042], [0.085, 0.016, -0.635], [0.275, 1.073, -0.410], [0.133, -0.269, -0.124], [-0.815, 0.927, 0.722]]}

***

{"formula": "C5H20N10O5", "method": "the ωB97M-V functional and the def2-TZVPD basis", "e_homo_ev": -9.3, "smiles": "NC(N)=O.NC(N)=O.NC(N)=O.NC(N)=O.NC(N)=O", "total_charge": 0, "e_above_lowest_kj_mol": 124.0, "orbital_gap_ev": 9.24, "energy_ev": -30652.375, "multiplicity": 1, "lumo_energy_ev": -0.10, "species": ["N", "C", "N", "O", "H", "H", "H", "H", "N", "C", "N", "O", "H", "H", "H", "H", "N", "C", "N", "O", "H", "H", "H", "H", "N", "C", "N", "O", "H", "H", "H", "H", "N", "C", "N", "O", "H", "H", "H", "H"], "xyz": [[-6.3081, -4.3490, -14.9484], [-5.8753, -4.0437, -13.6779], [-6.9202, -3.9872, -12.7852], [-4.7076, -3.9927, -13.3253], [-5.7447, -4.3164, -15.7745], [-7.2981, -4.4772, -14.8804], [-6.6342, -3.7196, -11.8573], [-7.8518, -3.7727, -13.0861], [-2.4979, -9.6150, -20.3962], [-3.7859, -9.2131, -20.2867], [-4.6533, -10.1841, -19.8791], [-4.1538, -8.1421, -20.7737], [-1.8025, -8.9496, -20.6752], [-2.2791, -10.5498, -20.1060], [-4.3648, -11.1376, -19.7863], [-5.6069, -9.8692, -19.8413], [-9.3733, -6.8729, -17.3924], [-9.7734, -8.1791, -17.4639], [-9.3283, -8.8778, -16.3564], [-10.3089, -8.7420, -18.4041], [-9.6031, -6.3346, -18.2104], [-8.9182, -6.5749, -16.5550], [-8.6060, -8.4540, -15.7953], [-9.4519, -9.8715, -16.2857], [-5.8719, -9.0095, -16.7456], [-5.9531, -8.1228, -15.7065], [-5.1490, -7.0645, -15.7690], [-6.9008, -8.2823, -14.9046], [-5.0885, -8.8510, -17.3566], [-6.7803, -9.3281, -17.0433], [-5.2336, -6.3436, -15.0676], [-4.4743, -6.9745, -16.5049], [-8.9155, -9.6867, -12.8843], [-8.0466, -9.6068, -11.8290], [-6.9553, -8.8418, -12.1322], [-8.2421, -10.2117, -10.7798], [-8.5753, -9.3046, -13.7434], [-9.6596, -10.3585, -12.8721], [-6.7915, -8.4501, -13.0554], [-6.3188, -8.7962, -11.3536]], "atomic_forces_ev_per_a": [[-0.452, 0.243, 1.315], [0.992, -0.616, 0.262], [0.500, 0.162, 0.217], [-0.448, 0.256, -0.396], [-0.146, 0.198, -0.030], [-0.206, -0.224, -1.505], [-0.248, -0.007, -0.019], [-0.082, 0.159, 0.152], [0.151, -0.479, 0.688], [-0.213, 0.599, -2.704], [-0.107, 0.780, 0.663], [-0.039, -0.283, 1.438], [0.042, -0.114, -0.061], [0.600, 0.167, 0.022], [-0.332, -0.110, 0.149], [-0.127, -0.550, -0.146], [-0.813, -0.572, -0.912], [1.106, -1.669, 0.277], [-0.172, 0.305, 0.118], [-0.288, 0.917, 0.175], [0.279, 0.482, 0.401], [-0.002, 0.635, -0.132], [0.019, -0.283, 0.254], [-0.149, 0.044, -0.269], [0.938, 0.364, 0.667], [-2.452, -0.853, -0.726], [0.546, 0.350, 0.787], [1.048, 0.935, -0.012], [-0.490, -0.416, -0.702], [0.274, -0.343, -0.310], [0.168, -0.129, 0.032], [0.074, 0.100, 0.026], [-0.092, 0.316, -0.051], [-0.377, -0.888, -0.353], [-0.047, -0.210, 1.223], [0.402, 0.678, -0.251], [-0.296, -0.125, -0.387], [0.083, 0.000, 0.065], [0.072, -0.126, 0.448], [0.285, 0.308, -0.415]]}

***

{"formula": "C2H10NO", "method": "the ωB97M-V functional and the def2-TZVPD basis", "e_homo_ev": -13.3, "total_charge": 1, "e_above_lowest_kj_mol": 99.8, "orbital_gap_ev": 9.48, "energy_ev": -5766.648, "multiplicity": 1, "lumo_energy_ev": -3.83, "species": ["C", "C", "N", "H", "H", "H", "H", "H", "H", "H", "H", "O", "H", "H"], "xyz": [[0.0069, -0.0750, -3.0155], [0.4081, -0.7378, -0.7242], [-0.3374, 0.1390, -1.6166], [-0.1906, -1.1020, -3.3660], [1.0812, 0.1399, -3.1432], [-0.5692, 0.6272, -3.6413], [1.4802, -0.6627, -0.9723], [0.0777, -1.7750, -0.9016], [0.2776, -0.5052, 0.3461], [-0.2830, 1.1366, -1.3204], [-1.3205, -0.1764, -1.4760], [-0.1283, 1.3898, 6.6184], [-0.8791, 0.9411, 6.1676], [0.3764, 0.6607, 7.0449]], "atomic_forces_ev_per_a": [[0.655, 0.591, -1.946], [1.609, -1.198, 1.073], [-2.039, -0.008, 1.023], [-0.027, 0.408, 0.588], [-0.488, -0.098, 0.033], [0.250, -0.341, 0.279], [-0.465, -0.041, 0.180], [0.183, 0.480, 0.042], [-0.177, 0.139, -0.619], [0.051, -0.764, -0.422], [0.452, 0.841, -0.231], [-0.235, -1.226, -0.151], [0.803, 0.449, 0.576], [-0.572, 0.768, -0.424]]}

***

{"formula": "C24H41BrF3I2NO10P", "method": "the ωB97M-V functional and the def2-TZVPD basis", "e_homo_ev": -11.4, "total_charge": 1, "orbital_gap_ev": 6.26, "energy_ev": -151183.032, "multiplicity": 1, "lumo_energy_ev": -5.16, "species": ["C", "C", "O", "C", "O", "C", "I", "C", "O", "C", "F", "F", "F", "C", "I", "N", "Br", "C", "C", "C", "C", "C", "O", "C", "C", "O", "C", "C", "P", "O", "O", "C", "C", "O", "C", "C", "H", "H", "H", "H", "H", "H", "H", "H", "H", "H", "H", "H", "H", "H", "H", "H", "H", "H", "H", "H", "H", "H", "H", "H", "H", "H", "H", "H", "H", "H", "H", "H", "H", "O", "C", "O", "C", "C", "C", "H", "H", "H", "H", "H", "H", "H", "H"], "xyz": [[1.9050, 0.5054, 4.7239], [2.5630, 0.8462, 3.2244], [1.5834, 0.3606, 2.2429], [1.3326, 1.3265, 1.1640], [0.9021, 2.7153, 1.5247], [-0.1079, 0.7404, 0.5476], [-0.1610, -1.4908, 0.5883], [-1.4871, 1.0690, 1.4271], [-2.2585, -0.1572, 1.6852], [-3.5756, -0.1411, 1.0304], [-4.3254, -1.3333, 1.5772], [-4.4163, 1.0394, 1.3353], [-3.4498, -0.4241, -0.4463], [-0.0320, 1.2340, -1.0133], [-1.5491, 1.5288, -2.5609], [1.3163, 1.4775, -1.2752], [1.5385, 2.0011, -3.0930], [2.3378, 1.3071, -0.1729], [3.4091, 2.5032, 0.1583], [3.0614, 3.9566, -0.5165], [3.0927, 5.1808, 0.6226], [1.7546, 6.1374, 0.3329], [1.5649, 7.1923, 1.3407], [0.2572, 6.8537, 1.9836], [0.3911, 6.2636, 3.5419], [-0.9376, 7.0258, 1.3948], [3.3420, -0.0141, -0.2712], [4.1205, -0.1527, -1.7071], [3.5623, -1.6994, -2.7430], [4.8152, -2.1230, -3.6573], [2.2566, -1.3552, -3.8493], [0.9549, -1.7698, -3.2900], [-0.1439, -1.5851, -4.5364], [3.1544, -3.0293, -1.6914], [3.5832, -4.3239, -2.2451], [2.9059, -4.7152, -3.6910], [1.5392, 1.4910, 5.2422], [0.9208, -0.1429, 4.5372], [2.6287, -0.1390, 5.3793], [2.7452, 2.0015, 3.2240], [3.6085, 0.3184, 3.1907], [0.6336, 2.7492, 2.4924], [-2.0566, 1.8990, 0.8300], [-1.1930, 1.5027, 2.4999], [4.4885, 2.1978, -0.2468], [3.5684, 2.6821, 1.3245], [3.8845, 4.1869, -1.3230], [2.0051, 4.0320, -1.0194], [4.0304, 5.8710, 0.3840], [3.1246, 4.7792, 1.7213], [1.7802, 6.5729, -0.7669], [0.8360, 5.3756, 0.3497], [0.6298, 5.1024, 3.4739], [-0.5407, 6.5171, 4.2025], [1.3348, 6.8008, 3.9943], [2.8120, -1.0274, -0.0235], [4.1620, 0.1641, 0.5764], [5.2662, -0.3696, -1.4509], [4.1360, 0.8400, -2.3523], [0.8921, -2.9012, -2.9885], [0.6719, -1.1159, -2.3541], [0.3481, -1.8824, -5.5815], [-1.1120, -2.2226, -4.3074], [-0.4938, -0.4671, -4.6510], [3.2394, -5.1690, -1.4751], [4.7567, -4.3773, -2.3431], [3.4439, -5.7080, -4.0548], [1.7443, -4.9485, -3.5731], [3.0605, -3.9150, -4.5376], [-8.9595, -5.0095, -1.7267], [-8.3025, -4.9431, -0.6935], [-7.3621, -3.9834, -0.5425], [-6.6947, -3.6817, 0.6975], [-5.4851, -4.5752, 0.8900], [-8.4712, -5.9668, 0.3889], [-7.3891, -3.7251, 1.5406], [-6.3623, -2.6403, 0.6238], [-5.7694, -5.6288, 0.9576], [-4.9468, -4.3030, 1.8029], [-4.8032, -4.4860, 0.0394], [-7.8309, -6.8268, 0.1727], [-9.5179, -6.2899, 0.4021], [-8.2611, -5.5888, 1.3883]], "atomic_forces_ev_per_a": [[-0.825, -0.421, -0.803], [0.504, 0.086, 3.096], [1.449, 3.722, -1.269], [-3.512, -1.883, -0.788], [1.422, -2.052, 0.977], [-0.643, -0.234, -0.413], [1.082, 0.491, -0.994], [1.118, 1.792, -0.025], [-4.059, 2.429, -2.152], [-1.170, -2.274, 0.687], [2.732, 4.321, -1.943], [3.206, -3.979, -1.577], [-0.595, 1.590, 4.949], [3.166, -0.145, 1.710], [0.744, -0.513, 2.228], [-4.094, -0.227, -0.449], [1.743, -0.126, 0.932], [1.870, 0.228, 3.092], [0.967, 1.419, -1.198], [0.308, 0.920, 0.696], [-0.024, 1.137, -1.416], [-0.007, -2.121, -0.917], [-3.259, -2.392, 0.498], [-5.067, 1.032, -1.492], [1.020, 0.787, -0.911], [8.218, -1.168, 3.558], [-0.162, -0.328, 0.470], [0.471, 0.243, 0.985], [4.409, -2.593, -4.147], [-4.671, 1.898, 3.549], [0.807, -1.229, 3.839], [-2.203, -0.160, -1.187], [0.105, 0.366, 0.190], [0.393, 2.398, -2.017], [0.403, -2.289, -0.929], [-0.046, -0.474, 0.012], [0.985, -1.954, -0.800], [2.224, 1.315, 0.366], [-1.389, 1.539, -1.172], [-0.477, -2.145, -0.505], [-2.125, 0.830, -0.539], [0.562, -0.355, -1.619], [0.694, -1.746, 1.309], [-0.583, -1.116, -2.532], [-2.497, 0.487, 0.797], [-0.767, -0.826, -2.544], [-1.814, -0.441, 1.489], [1.994, -0.484, 0.904], [-1.867, -1.607, 0.888], [-0.161, 0.830, -2.118], [0.155, -0.656, 2.395], [1.827, 1.718, -0.029], [-0.638, 2.493, 0.138], [1.698, -0.675, -1.657], [-1.849, -1.184, -0.862], [0.813, 2.033, -0.444], [-1.997, -0.336, -1.834], [-2.603, 0.144, -0.825], [-0.287, -2.271, 1.158], [0.576, 2.271, -0.478], [0.479, -1.226, -1.801], [-1.057, 0.399, 2.519], [2.098, 1.206, -0.556], [0.827, -2.161, 0.287], [0.698, 2.194, -1.478], [-2.464, 0.382, 0.201], [-1.195, 2.063, 0.814], [2.527, 0.490, -0.205], [-0.195, -1.476, 1.891], [1.426, 0.465, 1.717], [-1.013, -0.317, -1.495], [-0.175, 0.408, -0.244], [0.129, -0.155, -0.042], [0.058, -0.223, 0.008], [-0.516, -0.062, 0.523], [0.015, -0.117, -0.104], [-0.233, -0.203, -0.227], [-0.004, 0.122, 0.092], [-0.065, -0.012, -0.094], [-0.086, 0.107, 0.094], [-0.083, 0.118, 0.060], [0.315, -0.041, -0.240], [0.235, -0.080, -0.048]]}